No. 1
Below is an isolated ion of composition C3H3O3 and charge +1 in a non-equilibrium geometry, with properties calculated with ωB97M-V/def2-TZVPD.

Values from the calculation:
**HOMO level**: -15.74 eV
**Energy**: -341.38378 Ha
**Total charge**: +1
**Frontier orbital gap**: 0.385 Eh

The geometry in XYZ format:
```
9
C3H3O3 (ωB97M-V/def2-TZVPD)
O -2.1719 -0.4038 -0.1802
C 2.2185 0.7854 -0.1828
C 1.2480 0.2143 0.2618
C -1.3812 0.5606 0.1289
O 0.0208 -0.3193 0.5748
H -0.0026 -0.0347 1.4786
H 3.1907 1.0404 -0.3980
O -1.2856 1.7164 0.2689
H -3.0808 -0.2727 -0.6405
```


No. 2
Below is one molecule with the formula C5H8N2O2S in a non-equilibrium geometry, with properties calculated with ωB97M-V/def2-TZVPD.

Values from the calculation:
**HOMO level (spin up / spin down)**: -8.61 / -9.15 eV
**Energy**: -853.25865 Ha
**Total charge**: 0
**Frontier orbital gap (spin up / spin down)**: 0.295 / 0.286 Eh

The geometry in XYZ format:
```
18
C5H8N2O2S (ωB97M-V/def2-TZVPD)
O 3.2484 -0.3592 -1.3227
H 1.7337 0.8662 -1.3781
H -2.0557 -1.0205 0.8510
N 3.4048 -0.7515 -0.1730
C -1.2887 -1.4670 0.3059
H -1.4283 -1.4897 -0.8618
C 1.0625 1.4298 -0.6423
H -0.7073 1.0971 0.7973
H 3.0704 -0.2255 1.9510
C -0.1444 0.7665 -0.1424
H 0.8803 2.5114 -0.7583
C 0.0472 -0.6894 0.3022
C 2.9827 0.1210 0.8657
H -0.9203 0.6775 -0.9197
S 2.2894 1.7148 0.6498
H -1.0491 -2.4460 0.7040
N 1.0621 -1.2531 0.7102
O 3.8805 -1.8376 0.0927
```


No. 3
Below is C19H40P2Sr as an isolated structure in a non-equilibrium geometry, with properties calculated with ωB97M-V/def2-TZVPD.

Values from the calculation:
**HOMO level**: -5.22 eV
**Energy**: -1461.05336 Ha
**Total charge**: 0
**Frontier orbital gap**: 0.191 Eh

The geometry in XYZ format:
```
62
C19H40P2Sr (ωB97M-V/def2-TZVPD)
C 0.6150 -1.6353 -4.6655
H -0.6771 -3.7220 -0.3211
C -0.6580 1.5205 -4.5819
H -1.7006 0.4384 7.5299
H -2.3428 -1.0855 -6.2032
C 0.1210 -1.8464 4.0115
H 1.9978 -2.9961 -0.5155
C -0.3215 1.3483 6.1006
H 2.1631 -3.1891 1.2603
H 1.0221 3.3961 0.0088
H 1.1226 -0.2924 6.4466
C -1.6565 2.0722 0.5053
H 1.8057 1.3459 6.5753
H 2.3677 -1.3615 -5.8634
C -0.6782 -1.5742 -4.9626
H -1.0194 2.1810 4.2416
P -0.0209 1.4920 0.6984
H -1.4932 -0.4956 6.0311
H 1.5435 0.5558 -0.8388
H -0.8271 -0.4009 -6.7729
H 0.0772 1.1668 -1.6291
C -1.5824 0.5207 6.4462
H 0.9276 -2.4363 -3.9726
P 0.2874 -1.9185 0.5922
C -0.0947 -0.8744 -0.8671
C 1.0610 2.8056 0.9249
C 1.4017 0.5799 -5.7650
C 1.9375 -2.4808 0.4451
C -1.7810 0.7112 -5.1613
H 0.4354 -2.7661 3.6102
H -0.9028 -1.8687 4.3694
H -0.5681 -3.9648 1.4527
H 0.7435 3.4229 1.7781
H -1.1926 -0.8724 -0.9648
H -2.3622 1.3314 -5.8634
C 0.9275 0.7404 6.7871
Sr 0.0644 -0.1994 2.7028
H -2.4808 0.4748 -4.3389
C 1.7586 -0.7901 -5.1433
H 2.4261 -0.6121 -4.2799
H 0.7498 2.1805 4.4522
H -2.4660 1.0017 6.0283
H -0.9990 2.2722 -3.8490
H -1.6600 2.6656 -0.4119
C -0.7999 -3.2470 0.6494
C -1.3975 -0.6131 -5.8614
C 0.4421 0.5539 -0.8006
H 0.3158 -1.4285 -1.7149
H 0.8682 0.4320 -6.7109
H -1.3382 -2.3148 -4.4667
C -0.1617 1.6035 4.6278
H 0.7850 0.6942 7.8704
C 0.6464 1.4778 -4.8311
H -0.4566 2.3439 6.5814
H 2.1012 2.4833 1.1141
H 1.2848 2.1819 -4.2598
H 2.6947 -1.6783 0.4846
H -1.8505 -2.9270 0.7562
H -2.4159 1.2739 0.4324
H 0.7852 -1.4643 4.7772
H -1.9336 2.7138 1.3604
H 2.3592 1.0735 -6.0354
```


No. 4
Below is C10H6Cl2CoN2O3Y as an isolated structure in a non-equilibrium geometry, with properties calculated with ωB97M-V/def2-TZVPD.

Values from the calculation:
**Spin multiplicity**: 5
**HOMO level (spin up / spin down)**: -22.43 / -22.47 eV
**Energy**: -3059.76365 Ha
**Total charge**: +4
**Frontier orbital gap (spin up / spin down)**: 0.293 / 0.221 Eh

The geometry in XYZ format:
```
25
C10H6Cl2CoN2O3Y (ωB97M-V/def2-TZVPD)
H -1.2785 -2.0830 -0.6632
N -1.1315 0.7727 2.6345
C -3.3412 -0.4318 2.2793
C 5.1659 1.4585 -3.2747
H 0.9918 1.0881 2.4525
O 1.5037 -3.4371 -1.4022
Y 4.0964 3.0653 -1.8075
H -3.8513 0.0499 3.1129
C 3.4052 3.1292 -4.0320
H -1.3260 1.3616 3.4365
C 1.4773 -2.4358 -0.7995
C -2.0608 -0.0093 1.9323
H -3.6596 -2.8659 -0.1270
O 3.0733 3.0157 -5.1395
H -4.9058 -1.8285 1.7262
C 0.0855 0.6267 2.0795
C -3.1855 -2.0683 0.4544
N 0.0063 -0.2293 1.0437
Cl 3.0286 0.5263 -1.0043
Co 1.4822 -0.8366 -0.0915
Cl 2.0071 4.2294 -1.3560
O 5.5344 0.6495 -4.0171
C -1.3389 -0.6280 0.9141
C -3.8983 -1.4688 1.5118
C -1.8804 -1.6505 0.1368
```


No. 5
Below is C19H28ClMoO2 as an isolated structure in a non-equilibrium geometry, with properties calculated with ωB97M-V/def2-TZVPD.

Values from the calculation:
**Spin multiplicity**: 3
**HOMO level (spin up / spin down)**: -11.16 / -11.16 eV
**Energy**: -1419.33270 Ha
**Total charge**: +1
**Frontier orbital gap (spin up / spin down)**: 0.245 / 0.219 Eh

The geometry in XYZ format:
```
51
C19H28ClMoO2 (ωB97M-V/def2-TZVPD)
C 0.3623 0.9483 -9.1505
C -2.1008 -0.4697 1.2467
H 0.0211 -0.8181 -3.6337
H -0.9373 -1.6036 -9.4722
H -0.2611 2.9766 -3.6549
H -0.4517 -3.0509 0.7114
H 1.4786 2.0995 -7.6400
H -2.2031 1.4608 2.3838
H -0.2039 -0.7959 -5.4398
C -2.1888 -0.7262 -0.1803
H -0.6064 1.1228 -9.6149
H -0.6351 -2.1385 -7.7975
H 1.7835 -2.0764 -8.1112
C 0.7245 -1.9872 -0.8952
O 1.4191 0.2872 -4.7346
C 0.4465 -0.3883 -8.3698
H 0.3833 -2.4490 -1.8152
Mo -0.0142 -0.1580 0.0354
H -1.6726 -0.7017 -8.1332
H 1.6003 -1.4913 -9.8024
C -2.0811 0.9487 1.4373
C -0.7835 -1.2611 -8.4406
O 0.5606 0.2828 -7.0870
H -2.3937 -1.6838 -0.6520
H 2.2128 2.2184 -4.5763
H -2.2267 -1.2268 2.0153
H -1.6491 0.9896 -5.2271
H 2.9151 -0.2725 1.0290
H 2.4544 -0.7283 -1.6154
C -0.9094 0.9862 -4.4188
H 1.4908 1.5644 -3.0580
H -1.4244 0.9479 -3.4485
C 1.1432 -1.6040 1.3706
C 0.5288 1.5700 -7.7801
C 1.3846 1.6183 -4.1693
H 1.1444 -1.7271 2.4498
Cl 0.9820 1.8991 -0.3068
C -2.0375 1.5763 0.1661
H -0.3435 2.1564 -7.4620
H -0.0564 2.7060 -5.4093
C 0.0016 2.2284 -4.4183
H -2.3024 0.7077 -1.9096
C 2.0933 -0.8434 0.6157
H -2.0186 2.6446 -0.0237
H 2.5927 -0.5672 -8.6462
C 1.6891 -1.1835 -8.7452
C 0.0750 -0.2165 -4.5598
C 0.2991 -2.3164 0.4418
C -2.1206 0.5531 -0.8524
H 1.2125 1.0700 -9.8209
C 1.8436 -1.0724 -0.7866
```


No. 6
Below is C34H20I3InN7O3 as an isolated structure, with properties calculated with ωB97M-V/def2-TZVPD.

Values from the calculation:
**HOMO level**: -10.14 eV
**Energy**: -2999.79083 Ha
**Total charge**: +1
**Frontier orbital gap**: 0.222 Eh

The geometry in XYZ format:
```
68
C34H20I3InN7O3 (ωB97M-V/def2-TZVPD)
C 2.4453 -2.4976 4.7319
N 4.1703 2.6511 0.7915
H -2.1380 3.7854 -4.8306
C -3.0718 1.2155 -4.4030
O 0.8500 1.0902 -1.5404
C 4.0501 -2.8517 6.4629
H -3.9347 -0.7070 -4.6663
C -0.2694 -0.8924 2.6866
H 0.8202 0.9301 -6.3961
C -3.4553 -0.0256 -3.9765
O 0.1880 -0.9258 -0.9947
C -3.4848 0.5619 1.9711
H 3.6905 -0.9398 5.5596
C 0.5747 0.1992 -5.6371
H 1.2303 3.9805 -0.0832
C -0.0054 -1.0132 -5.9909
H -0.3500 -2.3983 -2.9271
O -2.3230 0.0231 -0.4963
N 1.4438 2.1924 0.9266
C 3.4283 -1.9908 5.5713
C -1.3483 4.1703 -2.8902
C -2.5968 0.3665 -1.7328
H -0.2124 -2.4234 4.1856
N -1.5234 2.4263 -1.2802
C -4.3670 -0.4562 2.3120
C -1.7414 -0.7898 2.5293
C 0.8134 0.4695 -4.2987
C -2.1998 1.6655 -2.1851
H 1.3945 -4.2967 4.1714
N -3.9394 -1.6431 2.7193
C 1.9310 3.2866 0.3540
C 3.6790 1.5542 1.3567
H 2.6098 -5.6885 5.8220
I -3.7546 -2.3638 -2.0560
N -2.1740 0.3969 2.0920
I -3.4122 1.7402 -6.3933
C 2.3161 1.3274 1.4551
H 3.6896 4.4307 -0.1338
In -0.5481 0.9343 0.1983
C -3.2246 -0.4454 -2.6514
N 0.4272 -0.0084 1.9702
H -3.8371 1.5106 1.5902
C 0.4833 -0.4689 -3.3262
C -0.0763 -1.6868 -3.6954
C -1.9819 3.4044 -3.8296
C -0.3242 -1.9639 -5.0306
C 1.7300 0.1665 2.1734
H -0.5911 4.2055 -0.8719
C 2.8233 -4.6287 5.7386
I -0.4364 -1.3962 -7.9923
H -0.9995 5.1669 -3.1221
C -2.6251 -1.8109 2.8224
H -0.7788 -2.9029 -5.3177
C -1.1170 3.6315 -1.6206
C 3.2969 3.5250 0.3099
H 1.2330 1.4206 -3.9976
C 2.1353 -3.8478 4.8222
H -5.4366 -0.3119 2.2351
H -2.2753 -2.7896 3.1280
C 1.7380 -1.6183 3.7680
H 4.3973 0.8347 1.7299
C -2.4354 2.1079 -3.5056
H 3.4826 -0.4859 3.2286
H 4.8126 -2.4812 7.1387
N 3.7627 -4.1492 6.5521
C 0.3613 -1.7288 3.5869
C 0.5576 -0.1149 -1.8847
C 2.4230 -0.6277 3.0668
```


No. 7
Below is C22H35NO4P2Sn as an isolated structure in a non-equilibrium geometry, with properties calculated with ωB97M-V/def2-TZVPD.

Values from the calculation:
**HOMO level**: -6.02 eV
**Energy**: -2111.85187 Ha
**Total charge**: 0
**Frontier orbital gap**: 0.188 Eh

The geometry in XYZ format:
```
65
C22H35NO4P2Sn (ωB97M-V/def2-TZVPD)
N 0.8621 -1.9236 -1.9495
C 1.8353 -2.5646 -4.0594
H -3.7119 -1.8816 -0.3053
C 3.3831 0.9658 0.2687
H -1.9854 0.3847 -4.0833
H 4.3184 0.8441 0.8443
P -2.4022 -0.9086 -2.0693
O 0.5006 3.5338 0.6601
C 0.5223 4.2251 2.8965
H -3.1428 2.0522 -0.6129
H -2.1531 -3.3067 -2.2685
C 3.1394 -1.8696 0.3760
H -1.5388 -2.4696 -3.7134
C 1.2905 -2.8403 -2.7494
H 2.5759 -2.7707 0.6540
H -0.0081 1.0319 -1.8278
C 0.5853 2.8390 2.8698
H 3.5990 0.8538 -0.8096
C -0.1877 4.1299 5.1612
H -1.3455 2.2093 -0.8201
C -2.7800 0.3645 -3.3233
C 1.8226 -5.2107 -3.1382
Sn -0.0790 -0.4847 -0.9632
H 2.7842 -3.3316 -5.8079
H 2.8257 -0.3983 3.0464
H -2.8468 1.3625 -2.8677
H 0.8490 -4.4411 -1.3599
H 4.0527 -1.8149 0.9891
H 0.0699 5.9989 3.9118
H -3.4378 2.0977 2.4405
H -3.3201 -2.6455 -3.4751
C -2.1883 2.2430 -0.1047
H -3.7372 0.1171 -3.8062
H -0.4605 4.6607 6.0801
C -2.3659 1.8744 2.3632
C -0.1011 2.7526 5.1723
C -2.3523 -2.4864 -2.9740
H -2.0891 1.1694 3.1573
H 1.8249 -1.5235 -4.3871
H -3.8836 -0.1265 -0.3065
O -1.7466 0.1061 0.8843
P 2.1522 -0.3531 0.6358
O 0.5235 1.3138 0.9584
H -2.1728 3.2665 0.2798
H 1.3001 0.2837 2.6773
H 1.8232 -6.2338 -2.7894
O 0.2385 0.6964 4.0679
H -1.8884 2.8575 2.5154
C 1.9376 -0.5630 2.4330
C 2.3714 -4.9061 -4.3947
C 0.1054 4.9063 4.0114
H 3.0047 1.9842 0.4131
H 3.4051 -1.9600 -0.6827
H 2.7950 -5.6927 -5.0153
H 1.3890 -1.4658 2.7315
H 0.7739 4.6996 1.9437
C 0.2177 2.0814 3.9877
H -4.7498 -1.0988 -1.5460
C 2.3653 -3.5709 -4.8415
H -0.2046 2.1120 6.0809
C -2.0665 1.2906 1.0261
H -0.3220 0.2574 3.4125
C 1.2829 -4.2254 -2.3378
C 0.5691 2.5090 1.3969
C -3.8279 -1.0066 -0.9572
```


No. 8
Below is C12H25INO3P2V as an isolated structure in a non-equilibrium geometry, with properties calculated with ωB97M-V/def2-TZVPD.

Values from the calculation:
**Spin multiplicity**: 3
**HOMO level (spin up / spin down)**: -15.86 / -15.85 eV
**Energy**: -2676.45415 Ha
**Total charge**: +2
**Frontier orbital gap (spin up / spin down)**: 0.233 / 0.186 Eh

The geometry in XYZ format:
```
45
C12H25INO3P2V (ωB97M-V/def2-TZVPD)
H -0.6836 4.5892 -0.0880
H 1.7233 3.4044 1.1213
H 0.9216 -3.8691 -2.4087
H -0.8367 -4.0829 -0.3614
H -1.3849 -2.6819 0.6049
H -0.9895 1.1915 -2.6767
H -0.5716 -2.3740 4.5667
H 1.4849 -2.2861 -3.0421
O 0.7364 -2.7193 2.3578
H -0.8713 -0.5683 -2.7120
H -0.2530 3.3454 -3.0264
P 0.5004 2.6261 -0.8030
C 0.0231 -1.7456 2.5531
H 2.8111 2.8437 -0.1751
H -2.5159 -1.5674 3.1588
H 2.2442 -3.6921 -0.5079
C 2.0101 -2.6742 -0.1585
H 1.5016 3.0076 -2.9872
O -1.6006 1.1945 2.1407
H 1.8954 -2.6722 0.9388
H -1.8233 3.3123 -0.6440
C -1.8543 0.3030 -0.5348
H -1.8618 -2.8071 -1.1115
C 0.6622 3.4476 -2.4312
C 1.9170 3.4435 0.0452
H -1.0554 3.1615 0.9593
C 0.6679 -2.8068 -2.5362
H 0.2081 -0.7762 4.4593
P 0.4580 -2.0614 -0.8936
H 0.5842 0.4199 -2.9769
C -1.0443 -2.9982 -0.3889
C -0.9104 3.5146 -0.0699
H 2.0647 4.4770 -0.2856
V 0.0119 0.1815 -0.2716
H -0.2615 -2.7118 -3.1044
N -0.5280 -0.8295 1.6783
C -0.4938 -1.4739 3.9628
H 2.8248 -1.9889 -0.4280
C -0.3462 0.3434 -2.4011
H -2.3665 -0.3205 4.3409
O -2.9678 0.5685 -0.7296
H 0.8681 4.5166 -2.2684
I 2.2813 0.6000 1.2056
C -1.3754 0.0281 2.3661
C -1.8046 -0.8125 3.5630
```